35
Properties=species:S:1:pos:R:3:mulliken_charge:R:1 method="wB97M-V/def2-TZVPD" de_lowest_kj_mol=407.0 smiles=Cc1c[nH]c2ccccc12.Cc1ccc(O)cc1 total_energy_ha=-749.74526 lumo_ev=0.7474 homo_energy_ev=-7.56
C -0.6481 1.1194 0.9190 -0.723
C 0.2549 2.1328 0.4863 0.796
C -0.0400 3.4389 0.1015 -0.866
N 1.1373 4.0982 -0.2863 -0.229
C 2.2175 3.2886 0.1036 0.255
C 3.4949 3.5875 0.3625 -0.593
C 4.3383 2.4788 0.6343 -0.591
C 3.8106 1.2907 1.1126 -0.649
C 2.4054 0.8638 0.8764 -0.577
C 1.6799 2.0175 0.3794 0.796
H 0.0214 0.1635 1.2939 0.018
H -1.3422 0.6560 0.1773 0.116
H -1.3659 1.4424 1.8380 0.238
H -0.9894 3.8224 -0.2075 0.414
H 1.4130 5.1550 -0.0921 0.294
H 3.8581 4.6160 0.3870 0.315
H 5.4432 2.5926 0.7867 0.295
H 4.3347 0.5298 1.4941 0.477
H 1.8455 -0.0753 1.2078 0.216
C -2.7681 -1.5814 -2.7422 -1.352
C -2.4353 -2.3855 -1.5619 0.661
C -3.1346 -2.1043 -0.3538 -0.348
C -2.7766 -2.8270 0.8466 -0.942
C -1.5196 -3.4943 0.8075 1.065
O -1.0522 -3.9779 1.9644 -0.531
C -0.6503 -3.6687 -0.3357 -0.602
C -1.1770 -3.2184 -1.5133 -0.491
H -2.2324 -0.5584 -2.6704 0.214
H -3.7998 -1.1877 -2.6664 0.367
H -2.7181 -2.0227 -3.7155 0.406
H -3.7201 -1.1991 -0.3956 0.361
H -3.4103 -2.7257 1.6886 0.425
H -0.2898 -4.5736 1.9042 0.311
H 0.4025 -4.0750 -0.3934 0.247
H -0.5873 -3.6189 -2.4376 0.205

35
Properties=species:S:1:pos:R:3:mulliken_charge:R:1 method="wB97M-V/def2-TZVPD" de_lowest_kj_mol=154.2 smiles=Cc1c[nH]c2ccccc12.Cc1ccc(O)cc1 total_energy_ha=-749.84156 lumo_ev=0.7555 homo_energy_ev=-7.69
C -1.4374 -1.6386 3.3415 -1.318
C -0.5483 -0.5708 2.7497 0.470
C -1.0513 0.2633 1.7843 -0.739
N -0.0680 0.9423 1.1490 0.131
C 1.1429 0.5321 1.7035 0.477
C 2.3909 0.8141 1.1072 -0.794
C 3.4065 -0.0808 1.4326 -0.279
C 3.2176 -1.0765 2.3877 -0.764
C 2.0135 -1.1705 3.0461 -0.361
C 0.8946 -0.3914 2.7449 0.138
H -2.2537 -1.8858 2.6592 0.359
H -1.9859 -1.4044 4.2572 0.275
H -0.8660 -2.5542 3.5232 0.334
H -2.1204 0.3458 1.6750 0.440
H -0.2226 1.8048 0.6419 0.165
H 2.6803 1.7709 0.6949 0.351
H 4.3974 0.0292 1.0097 0.366
H 3.9898 -1.8131 2.5487 0.385
H 1.8529 -1.9401 3.8037 0.321
C -1.2726 2.6454 -1.4311 -1.840
C -1.0780 1.3777 -2.2190 1.090
C -1.8712 0.2859 -1.9062 -0.353
C -1.6097 -0.9742 -2.4723 -0.552
C -0.6694 -1.0992 -3.5070 0.484
O -0.4041 -2.1701 -4.3095 -0.504
C -0.0691 0.0754 -3.9347 -0.298
C -0.2117 1.3045 -3.2885 -0.716
H -1.6886 2.5670 -0.4219 0.362
H -1.8747 3.4200 -1.8872 0.423
H -0.2747 3.0759 -1.2841 0.404
H -2.4231 0.1489 -0.9822 0.235
H -2.0962 -1.8918 -2.1583 0.278
H -0.8529 -2.9726 -4.0180 0.299
H 0.5281 0.1187 -4.8391 0.353
H 0.4348 2.1123 -3.6009 0.380

55
Properties=species:S:1:pos:R:3:mulliken_charge:R:1 method="wB97M-V/def2-TZVPD" de_lowest_kj_mol=0.0 total_energy_ha=-4262.06268 lumo_ev="-10.6770 / -12.1074" homo_energy_ev="-17.61 / -17.64" spin_multiplicity=2 charge=+3 s_squared=0.7700
Ir 0.1525 0.4089 -0.5678 1.003
C -3.3378 0.2179 1.8144 -1.950
C -1.9936 0.4903 1.2499 0.646
N -1.1529 -0.4108 0.8261 0.198
O -1.5327 -1.7500 0.9229 -0.606
B -0.2115 -2.9714 -0.9568 0.821
F 0.8682 -2.7131 -0.2266 -0.175
F -0.9396 -4.0263 -0.6797 -0.114
O -0.5625 -2.1994 -2.0326 -0.574
N 0.0490 -0.9598 -2.1093 0.323
C 0.1210 -0.4437 -3.2958 0.253
C -0.2611 -1.1314 -4.5479 -1.729
C 0.6170 0.9611 -3.3183 0.409
N 0.8018 1.4631 -2.1394 0.492
O 1.1104 2.7445 -2.0513 -0.509
B 1.3338 3.3645 -0.6674 0.638
F 2.3327 2.6719 -0.0141 -0.065
F 1.5025 4.6672 -0.8500 -0.293
O 0.0295 3.2248 0.1834 -0.525
N -0.4155 2.0260 0.4578 0.405
C -1.5428 1.8977 1.0965 0.253
C -2.3254 3.0554 1.6017 -1.662
C 0.8460 1.7557 -4.5479 -1.505
H -3.6214 -0.8243 1.7158 0.348
H -4.0687 0.8350 1.2862 0.558
H -3.3837 0.5309 2.8605 0.426
H -0.6690 -2.1194 -4.3699 0.383
H 0.6219 -1.2116 -5.1895 0.434
H -0.9890 -0.5256 -5.0928 0.448
H -1.6884 3.9337 1.6659 0.471
H -2.7527 2.8468 2.5818 0.428
H -3.1464 3.2895 0.9176 0.372
H 0.6472 1.1854 -5.4493 0.488
H 1.8793 2.1109 -4.5631 0.350
H 0.2163 2.6488 -4.5328 0.368
Cl 0.8858 0.4794 2.7853 -0.149
C 2.1779 0.3756 1.6498 0.400
C 1.9489 0.1640 0.2495 -0.145
C 3.1181 -0.1190 -0.5383 0.573
Cl 3.0195 -0.7698 -2.1150 -0.073
C 4.3914 0.1132 -0.0611 0.098
Cl 5.7577 -0.0898 -1.0352 -0.085
C 4.5712 0.5280 1.2884 0.395
Cl 6.0824 0.8854 1.8618 0.000
C 3.4376 0.5853 2.1611 0.007
Cl 3.6940 0.9542 3.7913 -0.091
C -1.8106 -1.9000 4.0420 -0.993
Te -0.7571 -2.7863 2.4620 0.931
C -2.1240 -4.3460 2.1535 -1.054
H -2.8776 -1.9096 3.8363 0.374
H -1.4189 -0.9037 4.2317 0.304
H -1.6006 -2.5312 4.9107 0.471
H -2.2892 -4.8141 3.1251 0.491
H -1.6947 -5.0515 1.4488 0.357
H -3.0463 -3.9073 1.7742 0.381

45
Properties=species:S:1:pos:R:3:mulliken_charge:R:1 method="wB97M-V/def2-TZVPD" de_lowest_kj_mol=63.0 total_energy_ha=-1268.44252 lumo_ev="0.3583 / -2.0563" homo_energy_ev="-3.11 / -8.52" spin_multiplicity=3 s_squared=2.0150
H -0.4108 2.3297 0.8541 0.646
N 0.1399 1.1984 -0.8791 -0.387
B 1.0154 0.5298 -3.2429 -0.007
N 0.7649 1.5320 -2.0737 0.085
C 1.0602 2.8496 -2.0444 -0.238
Pt -0.7085 -0.6824 -0.3284 1.063
H 1.5476 3.3413 -2.8597 0.448
C 0.6383 3.3786 -0.8337 -1.051
H 0.7345 4.3830 -0.4792 0.404
C 0.0463 2.3250 -0.1243 -0.176
H 1.3062 1.0799 -4.2574 -0.122
C -1.8972 -1.7964 0.8179 -1.240
H -2.7337 -1.3039 1.3373 0.336
H -1.3376 -2.4702 1.5112 0.362
H -2.2686 -2.5497 0.0996 0.490
N -0.4241 -0.1721 -3.3212 0.044
N 2.1307 -0.5028 -2.7330 -0.246
N -1.2134 -0.5349 -2.2178 -0.334
N 1.6794 -1.0036 -1.5452 0.394
C -1.2486 -0.1487 -4.3978 -0.320
C 3.3507 -1.0430 -2.9276 -0.183
H -0.8670 0.1981 -5.3394 0.448
H 3.9370 -0.7763 -3.7905 0.468
C -2.5271 -0.5531 -4.0082 -0.956
C 3.6290 -1.9362 -1.8718 -0.924
C -2.4799 -0.7455 -2.6311 -0.094
C 2.5191 -1.9093 -1.0315 -0.132
H -3.3805 -0.6654 -4.6469 0.397
H 4.5253 -2.5148 -1.7180 0.399
H -3.2658 -0.9588 -1.9181 0.415
H 2.2468 -2.3473 -0.0743 0.475
H 0.6598 -0.9768 -1.4932 -0.199
O 0.4224 -0.9435 2.5399 -0.385
B -0.4179 -0.3089 1.5893 0.568
O -1.0630 0.7954 2.2301 -0.627
C -0.6714 0.7533 3.5222 0.842
C -1.2449 1.4668 4.5479 -0.900
C -1.1181 0.9292 5.8267 -0.433
C -0.4378 -0.2572 6.0383 -0.521
C 0.2281 -0.9200 4.9988 -0.795
C 0.1287 -0.3636 3.7348 0.345
H -1.7723 2.3778 4.3123 0.452
H -1.5807 1.4582 6.6544 0.368
H -0.4084 -0.6965 7.0319 0.354
H 0.7671 -1.8450 5.1418 0.467